17
Properties=species:S:1:pos:R:3 method="wB97M-V/def2-TZVPD" fmax_ev_per_a=0.3 homo_lumo_gap_ev="8.598 / 8.598"
C -1.4593 1.6127 1.7128
C 0.3567 -0.1911 0.8405
C -0.3839 -1.4240 0.2866
C 0.1512 -1.5330 -1.1203
C 0.9313 -0.5063 -1.4542
C 0.9908 0.5414 -0.3664
O 0.3312 1.7355 -0.7649
H -2.0671 1.3678 0.8111
H -0.3067 0.4517 1.4863
H -0.8577 2.4671 1.3408
H 1.1416 -0.4998 1.5387
H -1.4753 -1.3043 0.2937
H -0.1688 -2.3241 0.8740
H -0.0937 -2.3690 -1.7708
H 1.4139 -0.3608 -2.4167
H 2.0109 0.8634 -0.1383
H -0.5150 1.4727 -1.1528